[1]
The following is a quantum chemistry calculation of a molecular structure, C5H10O4 in a non-equilibrium geometry, from OMol25.

Positions of all 19 atoms, in Å:
H -2.78 0.11 1.83
O 2.08 2.15 -1.30
H 0.35 -0.73 -1.37
H -0.19 1.02 1.11
H 2.93 0.43 1.08
O -2.84 0.29 0.88
H -3.01 -0.11 -1.20
C 0.19 0.21 -0.84
H 3.19 -0.60 -0.35
C 3.11 0.43 0.00
C 1.95 1.10 -0.71
O -1.93 -1.79 0.99
H -2.61 -2.37 0.59
C -1.95 -0.60 0.28
H -0.35 0.96 -1.41
C -0.13 0.10 0.54
H 4.04 0.96 -0.22
H 0.38 -0.70 1.08
O -2.45 -0.87 -0.99

Computed properties:
- LUMO level: 0.6 eV
- E_tot: -13534.386 eV
- ΔE to the lowest compared entry with this formula, charge and spin: 338.3 kJ/mol
- Total charge: 0

[2]
The following is a quantum chemistry calculation of C6H9Cl in the gas phase in a non-equilibrium geometry, from OMol25.

Positions of all 16 atoms, in Å:
H -2.79 -1.46 0.78
C -2.14 -0.74 0.23
H 0.70 1.88 -1.28
C -0.15 1.33 -0.92
C 0.24 -0.11 -0.74
C 1.75 -0.16 1.31
H -0.98 1.44 -1.60
H -2.66 0.10 -0.17
Cl 0.54 -0.07 2.57
H 0.42 -0.58 -1.71
C -0.81 -0.94 0.01
H -0.46 -1.93 0.39
H -0.47 1.85 0.05
H 2.78 -0.18 1.71
H 2.45 -0.26 -0.63
C 1.57 -0.17 0.00

Computed properties:
- LUMO level: 1.0 eV
- SMILES: C=C[C@@H](C)/C=C\Cl
- E_tot: -18888.828 eV
- ΔE to the lowest compared entry with this formula, charge and spin: 56.7 kJ/mol
- Total charge: 0

[3]
The following is a quantum chemistry calculation of a molecular structure, H16O8 in a non-equilibrium geometry, from OMol25.

Positions of all 24 atoms, in Å:
H -14.87 12.85 -3.34
O -17.45 14.40 -6.18
O -15.37 12.34 -5.60
H -14.97 13.20 -5.60
H -15.36 11.24 -5.09
H -17.70 13.48 -6.28
H -15.04 14.15 -2.59
O -15.65 10.84 -4.28
H -16.50 14.37 -6.02
H -18.20 14.89 -3.61
H -16.96 11.38 -6.41
H -15.11 11.95 -6.43
O -17.49 14.28 -3.42
H -17.90 12.31 -7.16
H -17.65 13.98 -2.53
O -18.34 11.18 -3.66
H -17.55 11.72 -3.65
O -14.53 13.35 -2.59
O -17.44 12.21 -6.33
H -17.09 13.32 -3.83
H -18.26 10.66 -4.46
O -16.75 12.44 -3.99
H -16.45 12.47 -4.90
H -16.24 11.49 -3.89

Computed properties:
- LUMO level: -0.6 eV
- E_tot: -16627.635 eV
- ΔE to the lowest compared entry with this formula, charge and spin: 1387.0 kJ/mol
- Total charge: 0

[4]
The following is a quantum chemistry calculation of a molecular structure, C5H14N2O2 in a non-equilibrium geometry, from OMol25.

Positions of all 23 atoms, in Å:
H 0.34 0.77 -3.00
H 0.50 -0.26 0.23
C 0.71 -0.16 -2.56
H -1.84 2.13 -0.99
O -2.16 -0.23 0.23
H 0.79 -0.88 -3.39
H 1.74 -0.04 -2.21
H 1.17 -1.57 2.31
N 0.94 1.12 1.91
H -1.22 2.36 0.63
C -0.23 -0.67 -1.46
H 0.29 -2.01 -0.27
C -1.13 0.35 -0.08
C -1.04 1.83 -0.31
H -0.42 -1.01 3.03
N 0.25 0.02 1.30
H -0.06 2.14 -0.67
H -1.18 -0.82 -2.01
O 0.17 -2.04 -1.23
C 0.16 -1.18 2.12
H 0.64 1.22 2.88
H -0.37 -1.99 1.62
H 1.93 0.92 1.90

Computed properties:
- LUMO level: 0.6 eV
- E_tot: -12482.714 eV
- ΔE to the lowest compared entry with this formula, charge and spin: 541.7 kJ/mol
- Total charge: 0

Number 1: HOMO -0.295 hartree. Number 2: HOMO -0.342 hartree. Number 3: HOMO -0.322 hartree. Number 4: HOMO -0.314 hartree.